Here is a molecular structure, C20H37MnN2O2P2Si in a non-equilibrium geometry from OMol25. Energies are from wB97M-V/def2-TZVPD.

The value obtained for the electronic energy is -86184.717 eV. Its expectation value of S² is 8.883. As for the multiplicity: 6. The largest force on an atom is 2.86 eV/Å. The energy relative to the best compared isomer or geometry (same formula, charge and spin) comes out at 3.423 eV. As for the total charge: +1. The calculation puts the gap between HOMO and LUMO (alpha / beta) at 0.2393 / 0.1768 Ha.

Element x y z (Å)
Mn 0.1529 0.2863 -0.4737
P 2.1008 -0.8786 0.0487
C 2.3179 -1.7027 -1.5462
C 1.1213 -1.9513 -2.3604
N 0.0524 -1.1587 -2.1087
C -1.0629 -1.2813 -2.8708
C -1.1606 -2.2326 -3.8890
C -0.0632 -3.0654 -4.1318
C 1.0970 -2.9234 -3.3623
C -2.2127 -0.3368 -2.5320
P -1.5958 1.2310 -1.6586
H 1.9572 -3.5488 -3.5479
H -2.0619 -2.3233 -4.4775
H -0.1083 -3.8087 -4.9145
H -2.7715 -0.0645 -3.4275
H -2.8960 -0.8588 -1.8618
H 3.7182 -0.4329 -3.5604
H 3.1670 -2.3616 -1.6520
H 2.8550 2.6622 -3.2434
O 3.9618 0.4037 -4.0959
H 4.8479 0.2519 -4.5393
H 0.7984 1.6305 -0.1955
O 2.3455 3.4457 -2.7951
H 1.3849 3.1722 -2.7335
C -1.2406 2.3388 -3.1405
H -2.1247 2.4277 -3.7719
H -0.9525 3.3362 -2.8066
H -0.4301 1.9215 -3.7390
C -3.1895 1.9436 -0.9576
H -3.0073 2.9382 -0.5503
H -3.9508 2.0176 -1.7340
H -3.5637 1.3032 -0.1582
C 2.0268 -2.2160 1.2954
H 2.9304 -2.8237 1.2689
H 1.9226 -1.7963 2.2955
H 1.1698 -2.8632 1.1105
C 3.6104 0.1080 0.3598
H 3.5822 0.5322 1.3631
H 4.5041 -0.5094 0.2764
H 3.6914 0.9336 -0.3467
C -2.0564 2.0444 1.9224
Si -2.1673 0.1668 1.9714
C -2.6109 -0.0281 3.7943
C -3.5293 -0.8481 1.1960
N -0.5246 -0.3781 1.4415
C 0.2978 -0.1366 2.5980
C 1.2202 0.9249 2.6425
C 2.0089 1.1447 3.7763
C 1.8899 0.3081 4.8882
C 0.9814 -0.7481 4.8698
C 0.1903 -0.9726 3.7402
H -3.0453 2.5117 2.1045
H -1.5954 2.3945 0.9871
H -1.3570 2.3766 2.7180
H -3.6098 0.4249 3.9629
H -2.6537 -1.0948 4.0869
H -1.8867 0.5207 4.4328
H -3.4832 -0.8595 0.1094
H -3.4299 -1.8931 1.5529
H -4.5114 -0.4468 1.5213
H 1.3378 1.6002 1.8181
H 2.7114 1.9670 3.7958
H 2.5018 0.4829 5.7633
H 0.8918 -1.3979 5.7318
H -0.4942 -1.8093 3.7389

These are the Mulliken partial charges, in e, on atoms 1 to 2: atom 1 (Mn): -0.234, atom 2 (P): 1.059



Here is a molecular structure, C12H6Br2Cl3F6N2O5RuS2Si from OMol25. Energies are from wB97M-V/def2-TZVPD.

The value obtained for the electronic energy is -251841.976 eV. Its expectation value of S² is 6.045. As for the multiplicity: 5. The largest force on an atom is 0.81 eV/Å. The energy relative to the best compared isomer or geometry (same formula, charge and spin) comes out at 0.000 eV. As for the total charge: +1. The calculation puts the gap between HOMO and LUMO (alpha / beta) at 0.2765 / 0.2214 Ha.

Element x y z (Å)
Ru -0.3478 -0.8660 0.5600
F 3.4123 -3.2749 -3.7659
C 3.5457 -2.3295 -2.8649
F 4.3922 -2.6666 -1.9163
F 3.8565 -1.1719 -3.4079
S 1.1823 -1.8098 -1.8469
O 1.8434 -1.2169 -0.6728
O 1.0442 -3.4173 -1.5976
N -0.4077 -1.3589 -1.4525
S -1.6234 -2.2292 -2.0964
O -2.1187 -3.2039 -1.1717
O -1.3156 -2.5742 -3.4464
C -2.9271 -0.9296 -2.1340
F -4.0712 -1.4898 -2.4750
F -3.0521 -0.3712 -0.9164
F -2.6163 0.0335 -2.9950
C -0.1500 1.7907 -1.8037
C -0.1901 2.1885 -0.3692
C -0.1407 3.5657 -0.0732
C -0.1765 4.0201 1.2107
C -0.2454 3.0810 2.2548
C -0.2428 3.4154 3.6519
Br -0.1916 5.1969 4.1791
C -0.2710 2.4428 4.6357
C -0.3052 1.1024 4.2918
Br -0.3374 -0.2106 5.5917
C -0.3135 0.7138 2.9189
O -0.3280 -0.4952 2.5594
C -0.2916 1.7352 1.9006
N -0.2861 1.2819 0.6078
H -1.1221 1.9878 -2.2613
H 0.0745 0.7433 -1.9385
H 0.5880 2.3986 -2.3258
H -0.0715 4.2585 -0.9000
H -0.1404 5.0783 1.4277
H -0.2588 2.7289 5.6775
Cl -0.0888 -5.9724 -0.5757
Si 0.9625 -4.3177 -0.2319
Cl -0.0500 -3.1719 1.2403
Cl 2.7800 -4.6859 0.5310

These are the Mulliken partial charges, in e, on atoms 1 to 2: atom 1 (Ru): 0.939, atom 2 (F): -0.173